Record 1
{
  "formula": "C5H8N2",
  "method": "ωB97M-V with the def2-TZVPD basis set",
  "elements": ["C", "C", "C", "C", "C", "N", "N", "H", "H", "H", "H", "H", "H", "H", "H"],
  "coordinates": [[-0.419, -0.911, -1.432], [-0.447, 0.048, 1.268], [0.942, -0.767, -0.928], [-1.210, 0.183, -0.715], [1.066, -0.160, 0.207], [2.065, 0.481, 0.911], [-1.824, 1.205, -0.900], [2.219, 0.155, 1.858], [2.926, 0.546, 0.386], [-2.070, 1.607, -1.799], [-0.848, -1.906, -1.279], [-0.548, -0.656, -2.490], [-0.619, 1.094, 1.505], [0.151, -0.411, 2.066], [-1.384, -0.506, 1.342]],
  "mulliken_charge": [-0.063, -1.256, -0.912, 0.219, 0.462, -0.489, -0.472, 0.230, 0.239, 0.276, 0.265, 0.367, 0.275, 0.429, 0.429],
  "relative_energy_kcal_mol": 151.06,
  "lumo_energy_ev": [0.028, 0.028],
  "mol_weight_g_mol": 96.133
}

=====

Record 2
{
  "formula": "C5H5ClN2",
  "method": "ωB97M-V with the def2-TZVPD basis set",
  "elements": ["Cl", "C", "C", "C", "C", "N", "N", "C", "H", "H", "H", "H", "H"],
  "coordinates": [[2.922, -0.408, -0.339], [1.669, 0.741, 0.213], [0.267, 0.227, 0.020], [-0.107, -1.103, 0.079], [-1.467, -1.393, -0.063], [-2.405, -0.478, -0.251], [-2.053, 0.805, -0.314], [-0.780, 1.144, -0.193], [1.872, 0.922, 1.299], [1.828, 1.668, -0.343], [0.644, -1.884, 0.203], [-1.799, -2.440, -0.045], [-0.591, 2.198, -0.266]],
  "mulliken_charge": [-0.190, -0.434, 0.668, -0.264, -0.285, -0.426, -0.395, -0.424, 0.285, 0.320, 0.345, 0.384, 0.416],
  "relative_energy_kcal_mol": 11.09,
  "smiles": "ClCc1ccnnc1",
  "lumo_energy_ev": 0.260,
  "mol_weight_g_mol": 128.562
}